Entry 1:
Entry from the OMol25 dataset: a structure of composition C14H23BCoN6 (wB97M-V/def2-TZVPD).

The LUMO energy (alpha / beta) comes out at 0.65 / -0.40 eV. As for the spin multiplicity: 4. The expectation value of S² is 3.78. As for the energy relative to the best compared isomer or geometry (same formula, charge and spin): 0.0 kcal/mol.

Geometry (Å):
H 1.7904 -1.3811 1.6770
N 0.0705 -1.3164 0.4733
B -2.0231 -1.8352 -0.8478
N -0.9816 -2.1984 0.2720
C -0.8460 -3.2758 1.0778
Co -0.0827 0.7358 -0.6526
H -1.6252 -4.0439 1.0933
C 0.3220 -3.0987 1.8265
H 0.7202 -3.7160 2.6233
C 0.8750 -1.8773 1.3844
H -2.8052 -2.6993 -1.1425
C 1.3200 1.6658 -1.4030
H 2.2780 1.1616 -1.2414
H 1.4825 2.7175 -0.9782
H 1.0729 1.6685 -2.5220
N -1.0960 -1.5184 -2.0416
N -2.7360 -0.5337 -0.3020
N -0.1486 -0.4918 -1.9073
N -1.9275 0.5602 -0.0205
C -0.9303 -2.1291 -3.2340
C -4.0081 -0.1515 -0.0934
H -1.6121 -2.8710 -3.5672
H -4.8312 -0.7854 -0.3107
C 0.1813 -1.5673 -3.8598
C -4.0300 1.1604 0.3827
C 0.6493 -0.6079 -3.0157
C -2.7133 1.5804 0.4441
H 0.5936 -1.7956 -4.8331
H -4.8681 1.7668 0.6369
H 1.4485 0.1182 -3.1480
H -2.2815 2.5460 0.6939
H -0.9388 1.9168 -0.8967
C 3.1567 0.8412 0.9799
C 1.9684 1.2070 1.8824
C 2.3272 2.4483 2.7160
C 0.5950 1.4625 1.1848
H 3.5125 1.7244 0.4168
H 2.9125 0.0181 0.2879
H 3.9973 0.5062 1.6171
H 1.7821 0.3565 2.5715
H 2.3996 3.3288 2.0537
H 1.5515 2.6166 3.4776
H 3.2956 2.2877 3.2112
H -0.1821 0.9412 1.7833
H 0.3649 2.5573 1.2500



Entry 2:
Entry from the OMol25 dataset: a structure of composition C28H52P2V (wB97M-V/def2-TZVPD).

Its net charge is +1. The LUMO energy (alpha / beta) comes out at -3.22 / -3.26 eV. As for the spin multiplicity: 3. The expectation value of S² is 2.22. As for the energy relative to the best compared isomer or geometry (same formula, charge and spin): 210.6 kcal/mol.

Geometry (Å):
V 0.6015 -0.9493 -0.9903
C -0.3237 -2.3470 1.4761
C 1.0270 -2.3358 0.8856
C 0.9728 -1.0094 2.8239
C -0.3584 -1.4992 2.5893
C 1.8224 -1.5232 1.8283
C -1.4534 -3.2297 1.0807
H -1.2065 -3.9125 0.2440
H -2.3656 -2.6760 0.8123
H -1.6980 -3.8548 1.9509
C -1.5201 -1.2823 3.4857
H -2.4438 -1.7124 3.0692
H -1.6859 -0.2165 3.6963
H -1.3641 -1.7561 4.4645
C 1.3898 -0.2985 4.0632
H 1.3996 -0.9814 4.9280
H 0.7001 0.5093 4.3437
H 2.4075 0.1239 3.9775
C 3.3000 -1.5103 1.9270
H 3.6620 -2.0980 2.7914
H 3.6876 -0.4940 2.0813
H 3.7949 -1.9317 1.0376
C 1.6171 -3.4573 0.0614
H 2.1182 -4.2459 0.6585
H 2.3986 -3.0754 -0.6170
H 0.8550 -3.9875 -0.5316
C -1.5236 0.2861 -3.7525
C -1.7604 -1.0186 -3.5150
C -0.9274 -2.1429 -3.9929
C 0.6036 -1.9230 -3.9300
C 1.1275 -1.1160 -2.7831
C 1.1945 0.3082 -2.8545
C 0.8638 1.0742 -4.1384
C -0.5410 0.8130 -4.7154
H -1.1495 -2.3792 -5.0486
H 0.9290 -1.4301 -4.8513
H -1.1404 -3.0564 -3.4202
H -0.4074 0.2138 -5.6210
H -2.1632 1.0827 -3.3832
H -2.6945 -1.3518 -3.0795
H -0.8755 1.7883 -5.0775
H 1.0012 2.1583 -3.9563
H 1.9522 0.8728 -2.2923
H 1.6261 0.8913 -4.9177
H 1.1118 -2.8953 -3.8685
H 1.7927 -1.7382 -2.0187
P -1.5402 0.9627 -0.0440
P 1.9410 1.4773 0.0917
C -0.6058 2.1235 -1.2656
C 0.8500 2.6364 -0.9121
H -1.2881 2.9960 -1.3318
H -0.6394 1.6976 -2.2872
H 1.3855 2.8551 -1.8600
H 0.7963 3.5926 -0.3553
C 2.6722 2.5129 1.3914
H 2.8819 1.8679 2.2559
H 1.9766 3.2901 1.7140
H 3.6098 2.9647 1.0477
C 3.5349 0.8667 -0.6605
H 4.1176 1.6710 -1.1223
H 3.4023 0.0698 -1.4008
H 4.1291 0.4058 0.1407
C -3.2706 0.9178 -0.7986
H -3.8317 0.0295 -0.4534
H -3.2615 0.8880 -1.9001
H -3.8373 1.8019 -0.4805
C -1.3660 -0.7773 -0.8660
H -0.7636 -1.7879 -0.6052
H -0.7854 -0.5285 -1.8675
H -2.3252 -1.2256 -1.1370
C -3.1151 1.6737 2.4562
C -1.8298 2.4172 2.7316
C -1.4648 2.4326 4.2409
C -0.8332 1.9064 1.6111
H -2.9075 0.5934 2.3578
H -3.5294 2.0362 1.5089
H -3.8402 1.8270 3.2541
H -1.9883 3.5093 2.5079
H -1.4267 1.4395 4.7107
H -0.5331 2.9716 4.4683
H -2.2641 2.9738 4.7679
H 0.0308 1.4088 2.0845
H -0.4354 2.8164 1.0860



Entry 3:
Entry from the OMol25 dataset: a cluster of 20 separate species, C25H54Cl38NS in total (wB97M-V/def2-TZVPD).

Its net charge is +1. The LUMO energy comes out at -2.84 eV.

Geometry (Å):
C 5.4225 -0.6551 1.2831
C 5.0793 -1.5335 0.0690
C 4.7845 -2.9940 0.4065
C 3.4185 -3.2910 1.0851
S 2.3660 -1.8453 1.2535
N 0.9734 -2.0926 0.3324
C 0.6726 -0.8082 -0.3903
C 1.6441 -0.5824 -1.5506
H 4.8930 -1.0023 2.1697
H 5.0685 0.3500 1.0717
H 6.4785 -0.6909 1.5226
H 4.3010 -1.0783 -0.5375
H 5.9675 -1.5469 -0.5603
H 4.8499 -3.5975 -0.4930
H 5.5552 -3.3183 1.0995
H 3.5731 -3.6964 2.0817
H 2.8991 -4.0594 0.5209
H 1.9279 -1.9662 2.5207
H 0.2137 -2.2172 0.9987
H -0.3730 -0.8086 -0.6762
H 0.7929 0.0096 0.3202
H 2.2797 -1.4575 -1.6695
H 2.3077 0.2366 -1.2881
H 1.1479 -0.3202 -2.4765
C -2.7049 1.4310 -1.7037
Cl -2.7870 0.3429 -0.3142
Cl -1.0633 2.0511 -1.9228
H -2.9900 0.8764 -2.5909
H -3.3834 2.2598 -1.5404
C 2.0835 4.0064 -3.3423
Cl 1.9011 2.9183 -1.9561
Cl 3.7590 4.5428 -3.4991
H 1.8069 3.4786 -4.2472
H 1.4419 4.8648 -3.1903
C -4.9062 -3.2514 -1.4435
Cl -3.9292 -3.3002 0.0291
Cl -4.7634 -1.6887 -2.2483
H -4.5573 -4.0223 -2.1168
H -5.9446 -3.4219 -1.1831
C 5.4368 4.8020 -0.4067
Cl 5.3241 3.7587 1.0237
Cl 7.0914 5.3501 -0.6917
H 5.1037 4.2452 -1.2720
H 4.8060 5.6690 -0.2491
C 4.1235 -2.1072 4.8769
Cl 4.5355 -0.4114 5.1328
Cl 5.4192 -2.9849 4.0456
H 3.9357 -2.5809 5.8309
H 3.2290 -2.1468 4.2657
C 4.4485 3.1371 5.4779
Cl 3.6579 3.9876 6.8066
Cl 3.5299 3.2686 3.9691
H 5.4310 3.5669 5.3251
H 4.5198 2.0885 5.7413
C -7.5764 -0.3271 0.7260
Cl -7.6436 -1.4581 2.0846
Cl -5.9507 0.3298 0.5084
H -7.8563 -0.8572 -0.1767
H -8.2624 0.4889 0.9172
C -3.0427 -4.8596 -4.7398
Cl -4.8027 -4.9272 -4.6536
Cl -2.3183 -4.6102 -3.1410
H -2.6732 -5.7981 -5.1342
H -2.7574 -4.0358 -5.3822
C -2.8205 -6.7098 -0.0870
Cl -4.1436 -7.0524 1.0358
Cl -2.5331 -8.0484 -1.2045
H -3.0782 -5.8308 -0.6622
H -1.9172 -6.5370 0.4864
C -3.3355 -1.5124 3.1892
Cl -3.0857 0.2047 3.4807
Cl -1.9879 -2.2261 2.2641
H -3.4020 -2.0281 4.1389
H -4.2417 -1.6467 2.6065
C 0.8892 8.2479 -2.0548
Cl -0.5334 7.6149 -2.8929
Cl 2.1155 6.9946 -1.8235
H 1.3165 9.0431 -2.6530
H 0.5833 8.6208 -1.0852
C 1.4434 -4.7141 7.1717
Cl 1.8701 -3.0229 7.4580
Cl 2.7441 -5.5772 6.3375
H 1.2630 -5.1887 8.1291
H 0.5532 -4.7482 6.5551
C -5.7696 -9.4697 -1.8945
Cl -6.0684 -8.3180 -3.2047
Cl -7.2515 -9.8875 -1.0287
H -5.3517 -10.3731 -2.3215
H -5.0749 -9.0203 -1.1944
C -3.7544 9.8652 -3.2740
Cl -4.9390 10.1352 -1.9889
Cl -2.5230 11.1309 -3.3144
H -3.2649 8.9151 -3.0968
H -4.2736 9.8582 -4.2245
C 3.4759 -2.0793 11.3921
Cl 2.0651 -2.2166 12.4438
Cl 3.6396 -3.4756 10.3169
H 3.3679 -1.1891 10.7843
H 4.3639 -2.0153 12.0086
C -7.5912 10.2312 -4.8563
Cl -6.9666 11.8657 -4.6342
Cl -6.4955 9.2192 -5.8125
H -7.7143 9.7753 -3.8813
H -8.5400 10.2903 -5.3751
C 3.2841 1.3093 -6.4499
Cl 2.5604 2.8052 -7.0504
Cl 2.6621 0.9047 -4.8415
H 3.0455 0.5011 -7.1303
H 4.3563 1.4457 -6.3779
C -2.7406 -6.3034 4.7061
Cl -1.7680 -6.4004 6.1801
Cl -2.5697 -4.7321 3.9043
H -2.4103 -7.0740 4.0205
H -3.7813 -6.4490 4.9682
C 3.3087 5.7217 -9.2706
Cl 1.9899 5.7424 -8.0919
Cl 4.2976 7.1805 -9.1842
H 3.9371 4.8636 -9.0620
H 2.8802 5.6502 -10.2626